# C78H187N13O14

A 14-piece molecular cluster, C78H187N13O14 overall (the ωB97M-V functional and the def2-TZVPD basis, the OMol25 dataset).

The geometry in XYZ format:
```
292
Properties=species:S:1:pos:R:3:forces:R:3
C 4.86037 4.25792 2.92945 -0.33 -1.24 -0.87
C 3.79576 4.00248 4.00472 0.50 0.96 -0.16
C 2.55034 4.73073 3.49379 -0.83 0.28 -0.55
C 1.27683 4.40989 4.24497 -0.35 0.04 0.29
C 1.01204 2.90321 4.27045 0.70 1.25 -0.02
C 2.23825 2.12119 4.76012 0.05 -1.42 -0.37
N 3.47769 2.57119 4.08448 -1.02 1.38 -1.39
O 4.64511 1.83349 4.36576 -0.59 -0.28 0.65
C 2.35774 2.13839 6.28881 0.22 -0.38 -0.80
C 2.00834 0.68315 4.20140 0.39 -0.32 0.58
C 4.32416 4.61629 5.32170 -0.71 -0.28 0.21
H 4.49436 3.80519 1.99835 -0.01 -0.07 0.02
H 5.79629 3.73535 3.12612 0.15 0.41 0.27
H 4.97403 5.31285 2.68787 0.23 0.09 0.47
H 2.63156 5.82108 3.42775 0.65 -0.01 0.59
H 2.39579 4.51100 2.42969 0.08 -0.58 0.06
H 0.42415 4.90804 3.77411 0.04 0.03 -0.08
H 1.31828 4.83960 5.25152 0.07 -0.19 0.09
H 0.77157 2.62609 3.24501 -0.05 -0.26 -0.04
H 0.14996 2.71887 4.91272 0.03 -0.37 -0.01
H 3.20114 1.48168 6.50876 0.04 0.23 0.45
H 2.54836 3.15888 6.60771 -0.01 -0.11 0.34
H 1.45870 1.73965 6.75413 -0.07 0.04 0.10
H 2.84460 -0.01104 4.34694 0.13 0.23 0.23
H 1.17415 0.17505 4.69152 -0.25 0.25 -0.10
H 1.85602 0.71962 3.12318 -0.23 0.13 0.01
H 4.92384 5.50803 5.14843 0.17 -0.12 -0.10
H 4.88525 3.85097 5.85785 0.24 0.20 0.02
H 3.49502 4.92948 5.96126 0.04 -0.05 0.07
H 4.45474 1.00602 3.90026 0.54 -0.01 0.02
C -0.89687 0.93972 1.18197 -1.28 0.53 0.74
C -1.45523 0.64006 -0.19664 0.43 -0.91 -0.75
C -0.63735 1.25973 -1.33153 0.20 0.32 -0.26
C 0.66545 0.59381 -1.71841 0.38 0.54 1.25
C 0.42106 -0.84453 -1.99770 -0.39 -0.88 0.37
C -0.29538 -1.63598 -0.86870 0.38 0.67 0.17
N -1.45890 -0.83395 -0.42070 -0.54 -0.42 -1.44
O -2.28426 -1.57453 0.46646 0.69 0.53 0.17
C -0.75502 -2.92017 -1.56605 -1.28 -0.11 0.73
C 0.68754 -2.00323 0.28015 -0.91 0.43 -0.54
C -2.89633 1.16083 -0.35446 -0.12 -0.26 1.34
H -1.70350 0.62071 1.85497 0.39 -0.42 0.28
H -0.86251 2.00582 1.42351 0.43 0.11 -0.40
H 0.03167 0.43943 1.43790 0.05 0.05 -0.10
H -1.21014 1.22746 -2.25859 -0.46 0.29 0.17
H -0.44518 2.29843 -1.04752 -0.15 0.11 -0.22
H 1.38634 0.69546 -0.89389 0.11 0.01 -0.09
H 1.08567 1.12525 -2.57367 0.07 -0.07 0.00
H 1.36175 -1.37664 -2.16092 -0.08 -0.06 -0.44
H -0.26260 -0.93194 -2.84711 0.35 -0.05 -0.30
H -1.37274 -3.59077 -0.95865 0.49 0.04 0.55
H -1.51189 -2.67679 -2.31128 0.62 0.12 -0.58
H 0.09385 -3.49967 -1.92422 -0.06 0.12 -0.35
H 1.39468 -2.72617 -0.12346 0.14 -0.07 0.34
H 1.19390 -1.12825 0.68775 0.21 -0.05 -0.13
H 0.09154 -2.43522 1.08514 0.31 -0.30 0.11
H -3.27569 1.03840 -1.36564 0.03 0.04 -0.03
H -3.01826 2.18546 0.01081 0.45 0.25 -0.49
H -3.54371 0.64317 0.36223 -0.02 -0.40 -0.31
H -1.76748 -1.64506 1.28844 -0.39 0.07 0.21
C 0.61947 -5.71999 0.52181 0.30 0.89 0.53
C 0.18593 -7.07705 1.11973 -0.50 1.07 0.69
C 0.31371 -8.12878 0.03770 0.36 -1.04 0.06
C 1.73924 -8.58964 -0.19121 0.70 0.65 0.87
C 2.33910 -9.06094 1.14270 0.09 0.29 -0.79
C 2.26217 -8.02625 2.28207 -0.59 -0.57 0.33
N 0.88553 -7.47696 2.35632 0.50 -2.07 -0.84
O 0.72336 -6.58585 3.42162 0.18 0.82 -0.08
C 2.51333 -8.84678 3.56427 -0.28 -0.16 0.19
C 3.30962 -6.95801 2.06656 0.81 0.73 -0.06
C -1.28573 -6.99618 1.52755 -0.88 -0.08 0.91
H 1.24350 -5.81047 -0.36924 -0.12 -0.07 -0.09
H 1.19013 -5.09138 1.21420 0.11 -0.37 0.25
H -0.23100 -5.06731 0.31644 -0.17 -0.35 -0.43
H -0.24032 -9.02187 0.34701 -0.27 0.10 -0.10
H -0.10985 -7.73952 -0.88934 -0.21 0.01 0.08
H 2.37845 -7.75534 -0.49511 -0.17 -0.01 -0.40
H 1.81171 -9.36491 -0.95062 -0.04 0.03 -0.05
H 3.41550 -9.18858 1.00436 -0.04 -0.45 -0.06
H 1.89152 -10.02422 1.39296 -0.01 0.09 0.39
H 3.44028 -9.42449 3.56376 0.30 0.48 -0.25
H 2.47137 -8.24681 4.47388 0.10 0.07 -0.04
H 1.76224 -9.63769 3.63663 -0.30 0.27 0.02
H 3.31043 -6.17693 2.83050 -0.32 -0.09 0.09
H 4.32827 -7.35622 2.07072 -0.10 -0.26 0.04
H 3.19639 -6.45430 1.10359 -0.13 -0.06 0.00
H -1.55707 -7.73967 2.28488 0.40 -0.49 -0.31
H -1.98812 -7.15825 0.70933 0.17 0.34 -0.21
H -1.54970 -6.09410 2.08650 0.20 0.35 -0.56
H 0.26837 -7.09030 4.10435 -0.05 -0.09 -0.13
C -2.84605 9.40270 -0.52713 -0.10 0.53 -0.17
C -1.89459 8.49038 -1.31042 -0.19 -0.98 0.66
C -0.82168 7.92910 -0.38798 0.58 0.19 0.84
C -1.23147 6.86451 0.59657 -0.02 -0.07 0.21
C -1.82418 5.70462 -0.18639 -1.10 0.26 -0.07
C -3.00746 6.12387 -1.12157 -0.32 0.96 0.51
N -2.63215 7.34426 -1.85722 1.82 -0.58 -1.10
O -3.55800 7.74790 -2.84380 -0.46 -0.06 0.38
C -3.36988 5.03595 -2.13114 0.42 -0.53 0.57
C -4.25626 6.34715 -0.25987 -0.56 -0.19 0.63
C -1.10060 9.23412 -2.39024 -0.74 0.05 -0.18
H -3.80318 9.46674 -1.04679 0.09 0.19 -0.15
H -2.42056 10.40421 -0.43040 -0.10 0.03 0.01
H -3.08613 9.05268 0.47752 0.28 -0.19 0.00
H -0.00946 7.45862 -0.95149 0.01 0.43 -0.33
H -0.43280 8.79092 0.16477 0.31 -0.06 -0.16
H -1.85169 7.25688 1.40906 -0.50 -0.13 -0.32
H -0.35099 6.50953 1.14278 0.13 -0.02 -0.18
H -2.25872 5.01110 0.53618 0.24 -0.44 -0.25
H -1.04513 5.22209 -0.78051 0.03 -0.10 0.02
H -4.35560 5.21855 -2.55231 0.18 0.12 -0.37
H -2.58630 4.90057 -2.87918 -0.16 0.18 -0.21
H -3.44471 4.07381 -1.61477 0.00 0.02 0.10
H -5.17301 6.34487 -0.85132 0.08 0.06 -0.14
H -4.35233 5.53600 0.47003 -0.07 -0.07 -0.09
H -4.27413 7.26741 0.32370 0.32 0.04 -0.10
H -1.78393 9.63731 -3.13822 0.15 0.13 -0.07
H -0.37494 8.57781 -2.86985 -0.13 -0.12 -0.07
H -0.53163 10.04474 -1.93402 -0.14 0.09 0.03
H -3.26791 7.29513 -3.64354 0.02 0.08 0.00
C 4.65166 0.27754 1.18621 -0.21 -0.47 1.12
C 5.26426 -1.14863 1.33256 -0.07 0.40 -0.74
C 6.16565 -1.34983 0.07949 -1.60 0.36 0.70
C 7.47999 -0.62830 0.16264 0.41 -0.15 -0.02
C 8.23675 -0.93323 1.43490 0.39 -1.57 -0.79
C 7.40913 -0.84078 2.71380 1.02 1.49 0.46
N 6.08408 -1.43594 2.52558 0.29 -0.76 -1.26
O 5.32313 -1.42859 3.70196 -0.34 0.81 0.51
C 8.14377 -1.63580 3.80476 -0.40 -0.37 -0.32
C 7.36666 0.66508 3.13635 -0.51 -0.84 0.43
C 4.12463 -2.17979 1.29205 0.42 0.06 0.15
H 5.40791 1.05588 1.15492 -0.04 0.08 0.00
H 3.98041 0.44942 2.03241 0.09 0.28 0.08
H 4.00941 0.37229 0.30868 0.18 -0.27 -0.17
H 6.20904 -2.42463 -0.11044 0.59 0.02 -0.02
H 5.59096 -0.89248 -0.73060 0.05 -0.34 -0.26
H 7.37122 0.45625 0.10763 -0.23 -0.06 -0.40
H 8.04096 -1.01247 -0.69365 0.32 0.60 -0.02
H 9.16709 -0.36209 1.46418 -0.28 0.43 0.44
H 8.63009 -1.94959 1.28163 -0.30 -0.20 0.45
H 7.65441 -1.54752 4.77391 0.03 0.06 0.01
H 8.11674 -2.68057 3.48493 0.03 -0.09 0.21
H 9.19232 -1.35739 3.90180 -0.05 0.26 -0.07
H 7.01695 1.33101 2.35191 -0.08 -0.04 -0.04
H 6.67462 0.68794 3.97818 0.05 0.47 0.02
H 8.33041 1.03717 3.48358 0.11 -0.22 -0.05
H 3.53399 -2.07389 0.38332 0.12 0.02 -0.10
H 3.43664 -2.09831 2.13461 0.05 0.17 0.03
H 4.57777 -3.17289 1.32585 -0.13 -0.09 -0.06
H 5.21242 -2.34849 3.96650 0.16 -0.02 -0.18
C -6.83448 1.81535 1.00356 -0.27 -0.97 0.94
O -7.41977 1.58993 2.29655 0.70 0.12 -0.13
H -6.09298 2.61836 1.02319 -0.43 0.39 -0.19
H -6.27391 0.91697 0.71554 -0.12 0.08 -0.30
H -7.70655 1.94201 0.36517 0.46 0.39 -0.46
H -6.65160 1.59351 2.89827 -0.23 0.16 -0.02
C 2.30636 -5.93105 -5.40926 1.00 1.08 -0.88
C 3.06734 -6.36363 -4.18045 -0.89 -0.02 1.68
C 3.67404 -5.19849 -3.35340 -0.44 0.26 -1.45
O 4.15183 -5.62956 -2.10937 0.31 -0.71 -0.16
C 4.64395 -4.61208 -1.27460 0.07 0.06 0.02
N 2.12599 -7.09049 -3.30401 0.05 0.05 0.90
H 1.95856 -6.74783 -6.03796 0.07 -0.22 0.24
H 2.98358 -5.32236 -6.02317 -0.07 -0.14 -0.20
H 1.46015 -5.26534 -5.22550 -0.06 -0.18 0.47
H 3.92042 -7.00494 -4.41602 -0.24 -0.27 -0.22
H 2.87350 -4.45510 -3.22617 0.08 0.23 0.14
H 4.46761 -4.77723 -3.98337 0.17 0.30 0.26
H 5.57659 -4.13674 -1.60189 -0.14 -0.01 -0.61
H 4.93584 -5.06144 -0.32597 -0.52 -0.07 0.14
H 3.86451 -3.85195 -1.17345 0.14 0.17 0.37
H 1.17156 -6.74253 -3.36157 0.05 0.06 -0.77
H 2.34816 -6.78976 -2.35509 0.30 -0.66 0.05
C -2.82000 -2.59256 -4.78009 0.46 0.93 0.07
C -3.13515 -4.03876 -4.99772 -0.85 -0.98 -0.10
C -2.26304 -4.74896 -6.05187 0.09 -0.34 0.83
O -2.30849 -4.23823 -7.36144 -0.29 0.23 -0.27
C -3.44134 -4.67345 -8.07712 -0.67 -0.14 0.03
N -3.03622 -4.75715 -3.71658 0.75 0.19 0.00
H -3.16292 -1.91145 -5.56026 -0.03 -0.28 -0.22
H -1.73929 -2.44147 -4.68632 0.03 -0.08 -0.01
H -3.26192 -2.23143 -3.84933 -0.09 -0.10 -0.02
H -4.18293 -4.18114 -5.29804 0.02 0.57 -0.49
H -2.55183 -5.80817 -6.02238 -0.12 -0.07 -0.25
H -1.21902 -4.75526 -5.72935 0.03 0.36 0.01
H -4.39486 -4.35322 -7.64317 0.10 0.09 0.36
H -3.48087 -5.76501 -8.12842 0.13 -0.12 -0.06
H -3.47498 -4.27510 -9.08942 0.60 0.09 -0.01
H -3.62226 -5.58122 -3.75142 0.01 -0.01 0.15
H -3.37573 -4.13175 -2.96775 -0.01 -0.55 -0.35
C -3.17684 3.46341 2.98901 -0.19 0.98 -0.83
C -4.31812 3.55020 3.98677 1.03 -0.75 -0.20
C -5.18632 4.74617 3.70413 0.02 0.55 0.47
O -4.41264 5.91635 3.88594 0.52 -0.26 0.09
C -5.11975 7.10943 3.74437 0.11 0.84 0.29
N -5.13156 2.32944 3.97656 0.08 0.29 0.19
H -2.50591 4.30304 3.18615 0.23 -0.19 0.13
H -3.57350 3.70634 1.99491 0.05 -0.49 -0.14
H -2.61335 2.53223 2.95283 -0.18 -0.08 0.21
H -3.78369 3.67139 4.94004 -0.58 0.28 0.31
H -6.01023 4.70678 4.43082 -0.23 0.27 -0.20
H -5.57201 4.76932 2.67860 -0.21 -0.43 0.03
H -4.42368 7.95203 3.78843 0.28 -0.28 -0.08
H -5.77801 7.28448 4.60443 -0.43 -0.23 -0.29
H -5.62987 7.20145 2.77938 -0.29 -0.25 0.13
H -4.54750 1.55968 4.30871 -0.25 -0.16 -0.14
H -5.87734 2.45857 4.65630 0.03 -0.17 0.08
C -1.99967 0.21462 6.11804 0.40 -1.34 -0.20
C -2.22704 -0.43825 4.74348 -1.02 0.73 1.84
C -1.66102 -1.85435 4.61656 -0.18 0.10 -0.85
O -1.73651 -2.16922 3.22977 -0.25 -0.28 -0.40
C -1.66436 -3.56504 2.94700 0.44 0.30 0.32
N -3.70477 -0.39999 4.55740 1.13 -0.32 -1.03
H -0.92565 0.22456 6.30834 0.00 0.60 0.18
H -2.42806 -0.41783 6.90199 -0.12 0.06 0.03
H -2.50272 1.17673 6.14278 0.35 0.19 0.06
H -1.79791 0.27979 4.04418 0.19 -0.54 -0.48
H -2.27886 -2.60563 5.12054 -0.14 0.32 0.47
H -0.63306 -1.98485 4.96942 0.11 0.27 0.04
H -2.49363 -4.14643 3.36155 -0.15 0.23 0.18
H -0.72674 -3.94342 3.36374 0.03 -0.32 -0.21
H -1.68917 -3.68283 1.86601 0.15 -0.01 0.00
H -3.82415 -0.91196 3.68247 -0.71 0.05 0.16
H -4.14783 -0.91534 5.31026 -0.02 -0.16 -0.09
C 5.73104 2.14839 -1.79019 0.35 -1.05 0.21
C 5.28264 2.01903 -3.22184 -1.33 -0.32 0.16
C 4.40682 0.77334 -3.48796 0.57 -0.16 -0.36
O 5.14518 -0.42171 -3.26492 -0.29 0.29 0.82
C 4.43436 -1.59704 -3.56791 -0.31 0.07 -0.52
N 4.45578 3.20649 -3.48054 0.04 -0.37 -0.81
H 4.88936 1.99256 -1.11025 -0.23 0.53 -0.12
H 6.19221 3.12551 -1.66545 0.06 -0.07 0.31
H 6.38578 1.32848 -1.48831 0.39 0.26 -0.26
H 6.09798 1.96464 -3.94579 0.22 0.26 0.22
H 4.09094 0.78802 -4.54070 0.03 0.10 -0.14
H 3.47132 0.81440 -2.91533 0.12 -0.11 0.41
H 3.38062 -1.61129 -3.25790 0.04 0.45 0.23
H 4.89197 -2.44815 -3.06983 0.34 0.08 -0.19
H 4.42080 -1.71011 -4.65852 0.06 -0.40 0.01
H 3.67509 3.23559 -2.81633 0.32 -0.10 -0.35
H 4.03054 3.01254 -4.38752 -0.17 0.59 0.05
C -6.08965 1.84202 -3.21343 0.23 0.96 0.05
C -5.82406 1.40773 -4.64931 -0.97 0.77 0.14
C -4.42181 0.91751 -4.89838 -0.08 -1.34 0.11
O -3.43222 1.86452 -4.64160 -0.32 0.24 0.81
C -2.11181 1.36418 -4.80795 -0.98 0.64 -1.22
N -6.78539 0.35921 -4.96294 -0.58 -0.80 -0.34
H -7.06338 2.32858 -3.10644 -0.18 -0.29 -0.21
H -5.39890 2.64996 -2.95459 0.25 -0.29 0.16
H -6.04004 1.03744 -2.48028 0.19 -0.14 -0.14
H -6.03409 2.26743 -5.30277 0.44 0.21 0.12
H -4.41001 0.53574 -5.93315 0.37 0.19 -0.11
H -4.23459 0.03838 -4.26331 -0.19 -0.06 0.01
H -2.08282 1.18245 -5.89086 0.97 -0.05 0.04
H -1.85195 0.42643 -4.30681 -0.37 0.10 0.39
H -1.50572 2.20786 -4.48682 0.48 -0.33 -0.16
H -7.72950 0.68281 -4.78017 0.13 0.09 0.45
H -6.85662 0.10667 -5.94543 0.65 0.09 -0.02
C -3.97891 -5.00728 -0.07763 0.90 0.06 0.91
C -4.91945 -3.99183 -0.68938 -0.69 -1.25 0.01
C -5.74519 -3.31340 0.39163 0.31 -0.06 0.30
O -6.75420 -2.56108 -0.24988 0.35 0.21 0.33
C -7.49395 -1.77181 0.64279 -1.73 0.84 0.05
N -4.16669 -3.10182 -1.57060 -0.39 1.38 0.83
H -3.23967 -5.46732 -0.73603 -0.31 0.20 -0.50
H -4.45768 -5.82868 0.45791 -0.31 0.15 -0.07
H -3.36163 -4.47897 0.66217 -0.03 -0.07 0.08
H -5.68523 -4.55034 -1.23989 0.25 0.17 -0.60
H -5.04968 -2.74920 1.03454 -0.23 0.64 -0.22
H -6.23528 -4.00665 1.08857 0.16 -0.45 -0.26
H -8.57997 -1.96523 0.65323 0.18 -0.90 -0.36
H -7.54826 -0.73314 0.30250 0.84 0.02 0.30
H -7.23787 -1.87280 1.69800 0.63 0.22 -0.12
H -4.72643 -2.25615 -1.71437 -0.40 -0.41 -0.48
H -3.42930 -2.65669 -1.01550 0.24 -0.52 0.12
C 0.91334 3.76471 -4.70181 -0.63 -0.92 0.42
C 0.40546 4.64865 -3.55533 0.91 -0.18 -0.80
C 1.52944 4.87006 -2.52958 -1.04 1.56 -0.24
O 1.99196 3.66781 -1.98546 -0.14 0.11 0.27
C 2.53816 3.76773 -0.67764 -0.29 -0.18 0.13
N 0.05209 5.91469 -4.22469 -0.21 0.19 0.80
H 1.82231 4.18044 -5.13242 -0.13 0.20 -0.11
H 0.12101 3.65546 -5.44684 0.18 0.29 -0.26
H 1.12267 2.72778 -4.42443 0.14 0.12 0.38
H -0.46281 4.26274 -3.01200 0.07 -0.57 -0.15
H 1.07562 5.52261 -1.76822 0.15 -0.23 0.39
H 2.29084 5.51667 -2.98230 0.39 -0.45 -0.14
H 2.47014 2.75586 -0.27914 0.20 0.05 0.23
H 1.96597 4.44377 -0.03578 -0.26 -0.03 -0.11
H 3.57203 4.12030 -0.64171 0.10 -0.06 -0.34
H -0.54623 5.68616 -5.01107 0.10 0.04 -0.10
H -0.54122 6.46394 -3.60233 0.12 0.10 0.02
```
Positions in Å, forces in eV/Å.

Results
- HOMO (eV) = -8.1
- F_max (eV/A) = 2.3
- HOMO-LUMO gap (eV) = 8.4
- E_tot (eV) = -131945.1428
- energy above the lowest of the compared OMol25 structures with the same formula, charge and spin (kcal per mole) = 0.0
- LUMO energy (eV) = 0.26